102
Properties=species:S:1:pos:R:3:forces:R:3:mulliken_charge:R:1 method="wB97M-V/def2-TZVPD" relative_energy_kj_mol=140.84 orbital_gap_ev=9.07 spin_multiplicity=1 e_homo_ev=-8.49 smiles=COCCNCCOC.COCCNCCOC.COCCNCCOC.OCCO.OCCO.OCCO
C 0.938370 -2.599232 -5.137661 -0.36 0.68 0.64 -0.69
O -0.336788 -2.287636 -4.496740 1.11 0.51 -0.14 -0.39
C -0.285704 -1.093116 -3.681671 -2.36 -0.50 -0.44 -0.79
C -1.747051 -0.643934 -3.251600 2.18 1.27 -1.58 -0.20
N -2.398889 -1.634296 -2.514071 -0.94 -1.22 1.05 -0.21
C -3.753936 -1.301881 -2.133155 -1.32 -0.39 0.67 -0.15
C -4.308212 -2.392323 -1.207292 -0.53 -1.04 -0.18 -0.70
O -4.432279 -3.608432 -1.994167 0.03 0.35 0.55 -0.38
C -4.790230 -4.763654 -1.213820 0.55 1.59 0.65 -0.70
H 1.389597 -1.706166 -5.598984 -0.34 -0.08 0.04 0.28
H 0.800446 -3.351052 -5.910143 -0.40 0.01 0.08 0.27
H 1.688616 -2.980658 -4.433996 -0.29 0.00 0.20 0.24
H 0.112139 -0.255098 -4.229987 0.47 0.09 -0.35 0.44
H 0.249012 -1.248542 -2.758641 0.59 -0.22 0.28 0.27
H -2.337765 -0.220195 -4.093623 0.29 -0.50 -0.02 0.55
H -1.548069 0.221286 -2.608183 -0.08 0.02 0.11 -0.08
H -2.501762 -2.512283 -3.002720 0.52 -0.20 -0.31 0.24
H -4.430969 -1.265481 -3.039641 0.52 0.32 0.87 0.55
H -3.831760 -0.373536 -1.528581 0.30 -0.19 -0.71 -0.16
H -5.318299 -2.114325 -0.814615 0.58 -0.06 -0.31 0.43
H -3.658236 -2.591985 -0.320843 -0.17 0.24 -0.64 0.26
H -3.965454 -4.961055 -0.485129 -0.54 -0.30 -0.59 0.27
H -4.995219 -5.572055 -1.901449 0.18 -0.19 0.01 0.25
H -5.689348 -4.523309 -0.626595 0.03 -0.24 -0.12 0.29
C 9.628649 -0.485566 0.583904 0.12 -0.56 0.58 -0.77
O 8.874530 -1.477104 -0.022265 -0.46 -0.14 -0.23 -0.33
C 8.818229 -2.653149 0.744509 0.73 -0.01 -0.05 -0.52
C 7.648558 -3.398656 0.252261 -1.43 -0.94 -0.67 -0.67
N 6.394747 -2.675789 0.402981 0.38 0.93 -0.04 -0.18
C 5.283621 -3.254327 -0.298771 -0.93 -0.80 0.56 -0.90
C 4.010976 -2.418746 -0.126296 0.02 -1.05 -0.77 -0.20
O 3.434285 -2.605286 1.123409 -1.07 0.19 0.87 -0.43
C 2.229891 -1.805481 1.257461 0.97 -0.43 -0.58 -0.54
H 9.884664 0.212968 -0.151515 0.43 1.15 -1.16 0.27
H 10.550919 -0.917810 0.976967 0.09 0.21 0.38 0.31
H 9.025200 0.016146 1.325665 0.10 0.19 0.71 0.29
H 8.694820 -2.500836 1.831397 0.13 0.45 -0.28 0.37
H 9.770859 -3.198538 0.564188 -0.50 -0.06 0.31 0.38
H 7.534766 -4.291616 0.852873 0.15 -0.59 -0.03 0.35
H 7.756115 -3.678560 -0.808398 0.40 -0.15 0.11 0.35
H 6.514056 -1.720621 0.079489 0.18 -0.05 0.04 0.21
H 5.049270 -4.223611 0.205329 0.16 0.41 -0.55 0.25
H 5.407251 -3.472145 -1.401538 0.28 0.32 0.80 0.38
H 3.316151 -2.840655 -0.869416 -0.08 0.49 -0.26 0.25
H 4.181447 -1.355906 -0.311413 0.10 0.20 -0.22 0.33
H 1.422759 -2.071050 0.536965 0.59 -0.18 0.35 0.25
H 2.537860 -0.780809 1.050058 -0.31 0.24 0.29 0.34
H 1.859116 -1.919468 2.276120 0.15 0.04 -0.10 0.18
C -6.096069 3.991863 0.615100 -0.75 -0.28 -0.26 -0.74
O -4.961778 3.403203 0.014726 0.07 -0.48 0.73 -0.25
C -4.430147 4.099212 -1.110477 -0.64 -0.12 0.25 -1.17
C -3.033774 3.588070 -1.349400 -0.17 -0.41 -1.19 0.40
N -2.147666 4.097628 -0.348313 1.04 -0.24 -0.22 -0.49
C -1.050968 3.162209 0.037425 -1.29 0.54 -0.34 0.25
C 0.072547 3.087854 -0.963047 -0.86 0.20 -1.17 -1.41
O -0.182528 2.205307 -2.085736 -0.01 0.07 0.84 0.05
C 0.814838 2.308882 -3.094800 -1.21 1.98 0.57 -0.73
H -6.970872 3.995143 -0.069687 0.59 0.61 -0.14 0.33
H -5.874746 4.997583 1.040795 -0.26 -0.65 -0.28 0.36
H -6.478188 3.289711 1.363701 0.58 0.30 0.35 0.08
H -4.476422 5.159174 -0.837795 0.22 0.15 -0.55 0.43
H -5.089957 3.845473 -1.938071 0.03 0.43 -0.42 0.42
H -2.664235 3.854322 -2.346937 -0.27 0.13 -0.01 0.38
H -3.133891 2.481668 -1.399009 0.25 0.13 0.34 -0.38
H -2.760644 4.252192 0.418158 0.12 0.12 1.31 0.36
H -1.542054 2.202554 0.206821 0.58 -0.27 0.24 -0.35
H -0.600189 3.554202 0.951096 -0.22 -0.16 0.07 0.45
H 0.935449 2.731602 -0.460678 1.06 -0.32 0.48 0.63
H 0.233979 4.117225 -1.316301 0.16 -0.15 -0.15 0.56
H 0.640411 3.264476 -3.594354 -0.08 0.18 -0.45 0.33
H 0.612376 1.540775 -3.814315 0.61 -0.50 -0.09 0.12
H 1.807292 2.473377 -2.687157 0.44 -1.02 0.09 0.36
O -5.746415 0.407388 4.444072 0.12 0.23 -0.28 -0.56
C -5.144005 1.465840 3.658161 -0.05 -0.81 1.06 -0.22
C -4.147691 0.866219 2.705180 0.94 0.83 -0.08 -0.32
O -3.429706 1.876599 1.962892 -1.31 -0.41 -0.49 -0.14
H -5.052320 -0.080190 4.911861 -0.15 0.27 -0.18 0.32
H -5.975742 1.933580 3.131658 0.14 0.29 0.24 0.10
H -4.584733 2.127298 4.345123 -0.54 0.25 -0.51 0.26
H -4.621816 0.160276 2.035682 -0.09 -0.36 -0.12 0.28
H -3.417283 0.368129 3.356299 0.10 -0.20 -0.46 0.35
H -4.042701 2.172097 1.235914 0.85 -0.03 0.75 0.13
O 0.339615 2.762668 3.100078 0.71 -0.51 -0.41 -0.49
C 1.678899 2.572249 3.545861 0.30 0.11 1.74 -0.45
C 1.764356 1.482622 4.673043 0.00 1.37 -0.63 -0.30
O 3.078290 0.997144 4.763314 0.63 -0.47 -0.81 -0.55
H 0.277317 2.170559 2.334730 -0.33 0.16 0.08 0.03
H 2.379438 2.283636 2.756508 -0.19 0.11 -0.10 0.24
H 2.003795 3.526680 4.020004 -0.07 -0.53 -0.62 0.37
H 1.019534 0.717165 4.456625 -0.05 -0.17 0.13 0.28
H 1.640318 1.963587 5.632989 -1.18 0.19 0.30 0.34
H 3.046331 0.279854 5.391369 0.31 -0.32 0.23 0.31
O 0.417276 0.559861 0.915235 0.15 -0.10 -1.08 -0.18
C -0.659872 -0.056614 1.556345 -0.24 -0.30 1.57 -0.80
C -1.593504 -0.661404 0.551314 -0.98 1.28 -0.48 0.40
O -0.833847 -1.512062 -0.243084 0.43 -0.64 -0.98 -0.63
H 0.466165 -0.013992 0.115755 0.57 0.69 0.25 0.19
H -0.249555 -0.788865 2.272889 -0.30 -0.34 -0.32 0.22
H -1.193800 0.644805 2.188458 -0.19 0.44 -0.12 0.57
H -2.034438 0.195340 -0.072208 0.44 -1.04 0.76 -0.29
H -2.421006 -1.163262 1.068534 0.01 -0.08 -0.05 0.29
H -1.262612 -1.665343 -1.137012 -0.20 0.08 0.83 0.45

---

102
Properties=species:S:1:pos:R:3:forces:R:3:mulliken_charge:R:1 method="wB97M-V/def2-TZVPD" orbital_gap_ev=9.35 spin_multiplicity=1 e_homo_ev=-9.22 smiles="C#CC[C@H]1OS(=O)(=O)O[C@H]1CN.CCO.CCO.CCO.CCO.CCO.CCO.CCO.CCO.CCO"
C -1.322671 2.053585 1.874961 4.61 3.17 -7.85 -0.55
C -0.685618 2.653514 0.771947 -4.42 -4.38 6.29 -0.15
C -0.074126 3.243005 -0.657478 0.07 -0.11 1.28 -0.54
C 0.917176 2.156757 -1.380396 0.89 1.83 -0.87 -0.02
O 1.827725 1.687047 -0.284984 -0.88 -2.99 -2.30 -0.27
S 1.733974 -0.015707 -0.314217 -1.96 -3.45 6.25 0.96
O 2.969972 -0.874209 0.046253 -3.41 3.93 -3.19 -0.55
O 0.715911 -0.324986 0.836730 2.97 1.46 -4.84 -0.49
O 1.039945 -0.236425 -1.873785 2.38 1.82 1.29 -0.34
C 0.304416 0.977102 -2.337409 -1.08 -0.69 1.10 0.61
C -1.254876 0.498785 -2.177234 -1.22 -0.09 -0.09 -0.15
N -1.296935 -0.845637 -1.477030 -1.29 0.72 -0.76 -0.45
H -1.684128 1.263642 2.689917 1.16 2.34 -2.21 0.43
H 0.599841 4.177860 -0.375092 -1.58 -2.01 -0.64 0.38
H -0.934436 3.568003 -1.381661 1.60 -0.66 1.53 0.35
H 1.695794 2.680142 -2.098023 -1.91 -0.49 1.48 0.35
H 0.405568 1.204502 -3.499179 0.72 -0.48 2.63 -0.15
H -1.942164 1.226350 -1.570456 1.60 -1.09 -1.14 0.32
H -1.708417 0.466133 -3.279808 0.95 0.03 2.39 -0.16
H -1.432473 -1.643032 -2.137405 -0.02 1.16 1.02 0.19
H -1.966697 -0.863984 -0.676273 0.82 -0.01 -1.32 0.21
C 2.411078 -2.268841 3.945031 -0.01 -0.32 -0.07 -0.21
C 1.995377 -1.194742 4.928767 -0.01 -0.20 -0.42 -0.31
O 2.454338 0.073608 4.484684 0.06 0.53 -0.13 -0.49
H 3.500468 -2.290931 3.837064 -0.09 0.03 0.09 0.13
H 2.068803 -3.253651 4.275196 0.07 0.13 -0.05 -0.04
H 1.996767 -2.066055 2.952044 -0.05 0.02 0.07 0.15
H 2.429370 -1.389179 5.913973 -0.03 0.21 -0.10 0.29
H 0.906663 -1.157680 5.032452 -0.03 -0.18 0.12 0.24
H 2.056587 0.240442 3.612914 0.21 -0.11 0.36 0.28
C -4.744125 0.888324 4.669377 -0.11 -0.12 0.22 -0.88
C -5.222575 1.212094 3.269201 0.35 0.12 0.13 -0.21
O -4.756753 2.496585 2.882340 0.18 0.15 -0.11 -0.50
H -5.103649 1.638043 5.381823 -0.02 -0.12 -0.14 0.25
H -5.098655 -0.097065 4.984544 0.10 0.06 0.04 0.31
H -3.650384 0.901776 4.717836 -0.06 -0.11 -0.02 0.26
H -6.315836 1.219301 3.230262 0.17 0.15 -0.09 0.29
H -4.856442 0.474130 2.548940 -0.13 -0.20 0.03 0.23
H -3.784768 2.477071 2.912111 -0.48 0.13 -0.11 0.24
C -0.078155 -0.012083 -7.324282 0.16 -0.26 0.02 -1.28
C -0.799492 0.745125 -6.228589 0.09 0.07 -0.62 0.55
O -0.027116 1.866065 -5.824241 0.13 0.31 0.08 -0.48
H 0.903451 -0.350148 -6.976322 -0.16 -0.01 -0.02 0.33
H -0.658428 -0.882133 -7.644141 0.07 0.05 -0.05 0.35
H 0.096349 0.633583 -8.191151 -0.11 -0.06 0.01 0.28
H -0.952235 0.103036 -5.356134 0.05 0.18 -0.02 0.25
H -1.776514 1.097646 -6.572943 0.17 -0.23 0.14 -0.16
H 0.095684 2.434078 -6.604180 -0.04 -0.11 0.51 0.23
C 6.258541 0.703628 3.111775 0.01 0.07 -0.25 -0.67
C 6.798306 -0.034574 4.319229 -0.37 0.13 -0.08 -0.30
O 6.337119 0.583435 5.511681 -0.22 0.06 0.31 -0.53
H 6.576229 1.751359 3.127645 0.08 -0.16 0.02 0.08
H 6.608659 0.242374 2.184050 -0.09 0.06 0.01 0.39
H 5.163648 0.702838 3.114762 0.08 -0.13 -0.03 0.18
H 7.892049 -0.012463 4.324103 -0.15 0.04 0.19 0.30
H 6.474253 -1.079758 4.317359 0.12 -0.08 -0.17 0.24
H 5.365075 0.551077 5.501528 0.41 0.00 -0.03 0.30
C 5.894142 4.389629 4.998681 -0.14 -0.13 0.21 -0.95
C 5.415691 4.713398 3.598506 0.32 -0.04 0.23 -0.14
O 5.881513 5.997890 3.211644 0.30 0.33 -0.24 -0.54
H 5.534617 5.139348 5.711128 -0.04 -0.10 -0.14 0.33
H 5.539611 3.404239 5.313849 0.15 0.06 0.02 0.22
H 6.987883 4.403081 5.047140 -0.06 -0.14 -0.04 0.34
H 4.322431 4.720606 3.559566 0.17 0.16 -0.10 0.27
H 5.781826 3.975434 2.878244 -0.15 -0.16 0.05 0.19
H 6.853498 5.978376 3.241416 -0.55 0.02 0.00 0.30
C -0.913556 -6.342062 4.778572 -0.26 0.00 -0.22 -0.79
C 0.406864 -5.797076 4.274871 -0.20 -0.24 0.31 -0.20
O 1.028563 -5.019418 5.287445 0.31 0.03 0.43 -0.54
H -1.579830 -5.524694 5.073371 0.12 -0.03 -0.09 0.28
H -1.407923 -6.940323 4.008053 0.06 0.02 0.24 0.09
H -0.762213 -6.965270 5.665987 0.02 -0.07 -0.11 0.34
H 0.248899 -5.157338 3.401618 0.16 0.05 0.20 0.28
H 1.083421 -6.608674 3.990267 -0.10 -0.06 -0.19 0.26
H 1.172100 -5.598855 6.055346 -0.09 0.34 -0.42 0.29
C -5.728541 2.804461 -6.359076 -0.21 0.13 0.04 -1.17
C -4.218173 2.901177 -6.298522 -0.30 -0.18 -0.10 -0.05
O -3.677332 1.708106 -5.750213 -0.04 -0.32 0.04 -0.50
H -6.143937 2.639777 -5.359455 0.11 0.10 -0.12 0.28
H -6.161477 3.718418 -6.775324 -0.03 -0.11 0.01 0.35
H -6.037891 1.954724 -6.976367 0.03 0.13 -0.06 0.35
H -3.913262 3.737883 -5.663117 0.10 -0.25 -0.02 0.29
H -3.794366 3.052929 -7.295909 -0.04 0.22 -0.05 0.12
H -3.946798 0.972305 -6.326413 0.05 0.37 0.35 0.29
C -2.328311 -11.090565 2.485759 0.11 -0.23 -0.01 -1.05
C -2.744012 -10.016466 3.469495 -0.06 -0.09 -0.33 -0.21
O -2.285051 -8.748115 3.025411 -0.11 0.27 -0.31 -0.50
H -1.238921 -11.112654 2.377792 -0.15 -0.01 0.11 0.28
H -2.670586 -12.075375 2.815923 0.03 0.05 -0.10 0.33
H -2.742622 -10.887779 1.492771 -0.08 -0.07 0.10 0.33
H -2.310019 -10.210903 4.454701 -0.01 0.22 -0.14 0.28
H -3.832726 -9.979404 3.573179 -0.02 -0.18 0.12 0.26
H -2.682802 -8.581282 2.153642 0.23 -0.08 0.46 0.27
C -2.381918 5.799564 -8.737261 -0.21 0.13 0.06 -0.94
C -0.871551 5.896282 -8.676707 -0.26 -0.14 -0.17 -0.28
O -0.330710 4.703209 -8.128398 0.19 -0.58 0.04 -0.47
H -2.797314 5.634881 -7.737640 0.10 0.10 -0.10 0.16
H -2.814855 6.713522 -9.153509 -0.03 -0.12 0.01 0.38
H -2.691269 4.949828 -9.354553 0.03 0.12 -0.08 0.32
H -0.566640 6.732987 -8.041302 0.09 -0.26 -0.01 0.28
H -0.447744 6.048033 -9.674094 -0.05 0.20 -0.01 0.27
H -0.600176 3.967409 -8.704598 0.14 0.45 0.24 0.27